Entry 1:
Molecular formula: C17H34N2O
Method: DFT, ωB97M-V with the def2-TZVPD basis set

Values from the calculation:
- ΔE to the lowest compared entry with this formula, charge and spin (eV) = 16.677
- frontier orbital gap (eV) = 8.7

Geometry as ORCA input:
```
! wB97M-V def2-TZVPD RIJCOSX def2/J DEFGRID3
* xyz 0 1
C 4.780 0.086 1.168
C 3.762 -0.897 0.779
O 3.684 -1.861 1.342
N 2.768 -0.572 -0.204
C 2.850 0.484 -1.131
H 3.828 0.792 -1.089
H 2.299 0.330 -1.792
C 2.138 1.924 -0.486
H 2.552 2.815 -0.917
H 2.435 1.878 0.692
C 0.578 2.183 -0.504
C 0.131 2.275 -2.084
H 0.566 1.156 -2.712
H -0.823 2.359 -2.034
H 0.681 3.066 -2.512
C 0.023 3.099 0.468
H 0.659 2.976 1.351
H 0.257 4.031 -0.070
C -1.301 3.113 0.569
C -1.726 1.808 1.531
C -2.650 0.822 1.068
C -2.878 -0.277 2.202
H -3.801 -0.352 2.430
H -2.562 -1.219 1.659
H -2.122 -0.134 2.680
C -3.476 0.870 -0.007
H -3.190 1.271 -0.824
H -3.682 -0.005 -0.388
H -4.602 1.210 0.435
H -1.035 1.603 2.361
H -1.962 3.143 -0.346
H -1.744 3.848 1.099
H 0.226 1.094 -0.134
C 1.691 -1.669 -0.544
H 2.199 -2.569 -0.619
H 1.321 -1.072 -1.447
C 0.654 -1.708 0.373
C -0.331 -2.850 0.494
N -1.616 -2.395 -0.329
C -1.562 -1.680 -1.545
H -0.838 -0.942 -1.364
H -2.571 -1.520 -1.810
H -1.002 -2.486 -2.330
C -2.574 -3.692 -0.394
H -2.278 -4.294 -1.158
H -2.516 -4.032 0.563
H -3.403 -3.302 -0.747
H -0.442 -3.534 1.197
H 0.204 -3.506 -0.535
H -0.082 -0.735 0.726
H 1.163 -1.880 1.436
H 5.290 -0.242 1.901
H 5.609 0.191 0.144
H 4.426 1.002 1.386
*
```

Entry 2:
Molecular formula: C33H46N2O2SeZn
Method: DFT, ωB97M-V with the def2-TZVPD basis set

Values from the calculation:
- ΔE to the lowest compared entry with this formula, charge and spin (eV) = 2.355
- frontier orbital gap (eV) = 6.2

Geometry as ORCA input:
```
! wB97M-V def2-TZVPD RIJCOSX def2/J DEFGRID3
* xyz 0 1
Zn 0.467 0.294 2.707
C 3.579 -4.619 -2.365
C 2.262 -3.785 -2.543
C 1.091 -4.766 -2.739
C 2.364 -3.016 -3.908
C 2.141 -2.760 -1.428
C 1.067 -2.678 -0.545
C 1.021 -1.646 0.357
Se -0.513 -1.592 1.619
C -1.576 -0.394 0.446
C -2.355 -1.058 -0.477
C -3.327 -0.269 -1.138
C -3.133 1.066 -1.196
C -2.339 1.829 -0.325
C -1.536 1.041 0.652
O -0.874 1.575 1.642
C -2.364 3.433 -0.312
C -1.271 4.074 0.532
C -2.051 3.795 -1.842
C -3.759 3.851 0.053
C -4.518 -0.997 -1.726
C -4.637 -2.490 -1.354
C -5.869 -0.298 -1.227
C -4.516 -0.943 -3.311
C 1.980 -0.628 0.423
O 1.849 0.391 1.272
C 3.048 -0.687 -0.541
C 3.131 -1.787 -1.347
C 4.073 0.398 -0.622
C 3.480 1.814 -0.566
C 4.920 0.302 -1.969
C 5.110 0.197 0.495
H 3.728 -5.398 -3.087
H 3.574 -5.066 -1.376
H 4.509 -3.941 -2.499
H 1.205 -5.246 -3.713
H 0.166 -4.215 -2.580
H 1.071 -5.539 -1.983
H 2.265 -3.665 -4.813
H 3.336 -2.469 -4.090
H 1.530 -2.234 -3.963
H 0.218 -3.390 -0.686
H -2.113 -2.103 -0.713
H -3.720 1.629 -1.937
H -0.285 3.961 0.134
H -1.384 3.789 1.563
H -1.550 5.134 0.540
H -1.142 3.304 -2.041
H -1.871 4.880 -1.955
H -2.771 3.499 -2.582
H -4.001 3.607 1.119
H -4.528 3.376 -0.537
H -3.949 4.942 -0.035
H -4.643 -2.713 -0.275
H -3.851 -3.148 -1.754
H -5.600 -2.820 -1.797
H -6.111 -0.609 -0.172
H -6.741 -0.662 -1.847
H -5.810 0.798 -1.215
H -3.553 -1.344 -3.671
H -4.783 0.098 -3.729
H -5.287 -1.621 -3.668
H 3.950 -1.936 -2.048
H 2.780 1.844 -1.417
H 4.223 2.590 -0.756
H 2.880 2.033 0.312
H 4.178 0.197 -2.864
H 5.677 -0.514 -2.114
H 5.494 1.196 -2.241
H 4.706 -0.298 1.330
H 5.548 1.117 0.865
H 6.003 -0.372 0.100
N 0.760 2.425 8.387
C 0.760 1.908 7.087
C 1.153 2.707 5.982
C 1.115 2.216 4.696
N 0.593 0.973 4.481
C 0.309 0.182 5.525
C 0.363 0.546 6.852
H 1.153 3.285 8.552
H 0.070 1.934 8.949
H 1.511 3.746 6.156
H 1.618 2.700 3.846
H 0.150 -0.865 5.318
H 0.150 -0.100 7.650
*
```

Entry 3:
Molecular formula: C4H5N3S
Method: DFT, ωB97M-V with the def2-TZVPD basis set

Values from the calculation:
- ΔE to the lowest compared entry with this formula, charge and spin (eV) = 1.993
- frontier orbital gap (eV) = 9.2
- SMILES string = [H]/N=C/[C@@H](C#N)C(N)=S

Geometry as ORCA input:
```
! wB97M-V def2-TZVPD RIJCOSX def2/J DEFGRID3
* xyz 0 1
H 1.143 2.965 0.857
N 0.486 2.265 0.608
C 0.732 1.362 -0.193
C -0.326 0.360 -0.240
C -0.952 0.079 -1.533
N -1.202 -0.140 -2.652
C 0.224 -1.029 0.363
N -0.651 -1.978 0.686
S 1.865 -1.181 0.730
H 1.540 1.258 -0.866
H -1.132 0.707 0.379
H -1.683 -1.934 0.861
H -0.045 -2.735 1.000
*
```

Entry 4:
Molecular formula: C3H5NO
Method: DFT, ωB97M-V with the def2-TZVPD basis set

Values from the calculation:
- ΔE to the lowest compared entry with this formula, charge and spin (eV) = 1.998
- frontier orbital gap (eV) = 10.6
- SMILES string = O=CN1CC1

Geometry as ORCA input:
```
! wB97M-V def2-TZVPD RIJCOSX def2/J DEFGRID3
* xyz 0 1
O 1.854 1.560 0.420
C 0.730 1.468 0.094
N 0.078 0.326 -0.109
C -1.096 -0.519 -0.234
C 0.269 -1.063 0.083
H 0.130 2.326 -0.148
H -1.830 -0.561 0.608
H -1.627 -0.671 -1.267
H 0.909 -1.663 -0.612
H 0.583 -1.203 1.165
*
```

Entry 5:
Molecular formula: C4H13N2
Method: DFT, ωB97M-V with the def2-TZVPD basis set

Values from the calculation:
- ΔE to the lowest compared entry with this formula, charge and spin (eV) = 4.315
- frontier orbital gap (alpha / beta) (eV) = 7.2 / 5.4

Geometry as ORCA input:
```
! wB97M-V def2-TZVPD RIJCOSX def2/J DEFGRID3
* xyz 2 2
C 0.048 -2.439 -0.800
C -0.535 -1.147 -0.232
C 0.188 0.067 -0.581
C 1.311 0.566 0.274
N 0.893 0.636 1.684
N -1.438 2.103 0.056
H 0.922 -2.822 -0.271
H -0.731 -3.197 -0.775
H 0.440 -2.313 -1.814
H -1.555 -1.011 -0.625
H -0.691 -1.240 0.853
H 0.181 0.371 -1.631
H 1.627 1.590 -0.002
H 2.211 -0.073 0.217
H -0.103 0.894 1.828
H -2.295 1.908 -0.452
H 1.508 1.228 2.258
H -0.587 1.797 -0.323
H -1.395 3.082 0.334
*
```

Entry 6:
Molecular formula: C5H11ClN2
Method: DFT, ωB97M-V with the def2-TZVPD basis set

Values from the calculation:
- ΔE to the lowest compared entry with this formula, charge and spin (eV) = 0.827
- frontier orbital gap (eV) = 9.9
- SMILES string = C[C@@H](N)/C(=C/Cl)CN

Geometry as ORCA input:
```
! wB97M-V def2-TZVPD RIJCOSX def2/J DEFGRID3
* xyz 0 1
C 1.666 -1.678 -0.092
C 0.965 -0.326 0.318
N 1.602 0.724 -0.480
C -0.551 -0.237 0.288
C -1.443 -1.176 -0.092
Cl -3.148 -0.814 -0.144
C -1.002 1.113 0.684
N -1.423 1.973 -0.345
H 1.352 -2.060 -1.067
H 1.327 -2.379 0.681
H 2.732 -1.460 -0.098
H 1.314 -0.106 1.333
H 1.334 0.594 -1.436
H 1.298 1.660 -0.164
H -1.152 -2.224 -0.269
H -0.121 1.665 1.158
H -1.733 1.087 1.515
H -0.707 2.082 -1.047
H -2.309 1.563 -0.742
*
```